1.
A structure of composition C33H31Br60NO4S at a distorted geometry, computed with ωB97M-V/def2-TZVPD.

Output
Kohn-Sham gap (Ha): 0.29255
Calculated total energy (eV): -4257780.3122
Molecular weight (g mol⁻¹): 5331.92
Energy above the lowest of the compared OMol25 structures with the same formula, charge and spin (kcal per mole): 0.0
HOMO energy (eV): -8.945

Geometry as XYZ:
```
130
Properties=species:S:1:pos:R:3:forces:R:3:lowdin_charge:R:1
Br -0.793 6.294 -8.990 0.0 0.0 0.0 0.57
Br -11.534 7.313 7.920 0.0 0.0 0.0 0.56
Br 4.514 2.616 -4.084 -0.3 0.5 -0.3 0.69
Br 5.601 -3.347 2.633 0.0 0.0 0.0 0.56
Br -9.084 7.902 5.984 0.1 0.0 0.0 0.55
Br 0.717 -4.448 3.943 0.0 -0.1 0.1 0.55
Br 2.091 5.020 -9.382 0.0 0.0 0.0 0.54
Br -0.585 -6.357 1.749 0.0 0.0 0.0 0.58
Br -2.939 -3.001 1.721 0.0 0.1 0.0 0.52
Br -0.873 -4.739 8.145 0.4 0.1 0.0 0.64
Br 2.714 4.568 -5.838 0.1 0.0 0.2 0.56
Br 4.975 -5.687 12.681 0.0 0.0 0.0 0.57
Br 6.712 -7.088 4.354 -0.1 0.0 0.0 0.60
Br -8.120 3.196 5.094 0.2 0.1 0.1 0.55
Br -5.286 -5.637 6.541 -0.2 -0.1 0.0 0.56
Br 1.858 7.936 -6.428 0.1 0.0 0.0 0.55
Br 7.189 -5.314 10.427 0.0 0.0 0.0 0.57
Br -10.321 0.867 -1.336 -0.2 -0.2 -0.3 0.56
Br 0.203 -3.518 -3.287 -2.1 -0.3 -0.1 0.93
Br 2.229 0.651 2.168 0.1 0.2 0.4 0.58
Br -3.508 2.117 -2.465 0.0 0.0 0.0 0.59
Br 4.871 2.699 -7.249 0.0 0.0 0.0 0.60
Br 7.215 -3.795 -0.093 -0.5 -1.0 2.2 0.81
Br -4.537 -0.778 3.331 0.2 0.0 0.1 0.58
Br -11.079 4.323 5.198 0.0 0.0 -0.1 0.55
Br 0.659 1.357 4.846 0.0 0.0 0.0 0.59
Br -10.713 7.088 2.492 -0.2 0.1 -0.1 0.56
Br -4.132 -7.038 9.156 0.0 0.0 0.0 0.57
Br -0.399 -0.953 2.931 0.0 0.1 -0.1 0.53
Br -4.815 -3.931 9.187 0.0 0.0 0.0 0.58
Br 5.111 -2.980 11.019 0.0 0.0 0.0 0.57
Br -10.454 1.399 6.281 0.0 0.0 0.0 0.58
Br -0.316 9.796 -5.040 0.0 0.0 0.0 0.59
Br -7.335 2.148 0.012 -0.1 -0.2 1.0 0.47
Br 5.252 3.926 -0.854 0.0 -0.1 0.1 0.55
Br 5.508 4.106 -12.858 0.0 0.0 0.0 0.58
Br 0.573 6.304 -11.865 0.0 0.0 0.0 0.59
Br -8.594 4.909 1.566 0.1 0.3 0.1 0.50
Br -11.683 2.590 -3.638 0.0 0.0 0.0 0.59
Br 9.255 -5.574 3.224 0.1 0.0 0.0 0.62
Br 9.626 -8.150 5.057 0.0 0.0 0.0 0.59
Br 3.226 2.182 -11.763 0.0 -0.1 0.0 0.56
Br -10.851 3.965 -0.885 -0.1 -0.1 -0.2 0.56
Br 1.433 -4.060 0.880 -0.1 0.1 0.0 0.56
Br 4.794 -5.686 0.635 0.0 -0.1 0.0 0.60
Br -8.409 7.886 0.448 0.0 0.0 0.0 0.59
Br -5.413 -0.279 -1.586 0.1 -0.1 -0.2 0.54
Br 6.258 1.678 -10.939 0.0 0.0 0.0 0.56
Br 1.927 -5.459 9.452 0.0 0.1 0.0 0.60
Br 7.351 6.047 -1.953 0.0 0.0 0.0 0.58
Br -11.276 10.145 6.494 0.0 0.0 0.0 0.58
Br 1.463 7.828 -3.279 -0.2 0.1 0.0 0.55
Br -1.872 -1.208 -2.670 0.1 0.1 -0.1 0.60
Br -6.642 2.348 -2.863 0.2 0.3 -1.2 0.56
Br -0.744 -5.801 11.142 0.0 0.0 0.0 0.60
Br -9.637 1.409 2.080 -0.1 0.0 0.2 0.53
Br 4.251 6.756 -1.913 0.2 -0.1 0.0 0.54
Br -2.309 -4.074 -1.415 0.0 -0.2 -0.1 0.56
Br -2.942 -3.055 4.896 0.0 0.1 0.1 0.54
Br -7.557 -0.811 1.178 -0.2 -0.1 0.0 0.54
S 2.046 0.057 -0.857 -0.5 0.3 -0.2 0.80
O 2.373 0.147 -4.782 -1.3 -0.1 -1.0 0.06
O 4.808 -5.251 -2.746 0.1 0.2 0.2 0.09
O 2.129 -1.991 -5.533 0.4 0.1 0.0 0.17
O 0.993 1.578 -3.654 0.4 0.2 -0.2 0.17
N 5.050 -3.526 -4.230 -0.4 0.2 0.1 0.13
C 5.486 -1.180 -3.800 -0.3 0.1 -0.4 -0.03
C 6.233 -4.645 1.358 0.2 0.0 -0.2 -1.59
C -5.131 1.155 -2.833 0.1 -0.1 0.2 -1.59
C 1.725 0.647 -3.656 0.1 0.1 1.1 -0.48
C -4.226 -5.419 8.127 0.1 0.1 -0.2 -1.70
C 7.492 -1.783 -1.967 -1.0 -0.4 -1.8 -0.18
C 6.792 -2.837 -2.656 0.8 1.4 0.0 -0.13
C -10.443 2.591 -2.168 0.0 0.0 0.0 -1.64
C 2.771 -2.710 -2.423 -0.2 -0.2 -0.1 -0.22
C 3.641 2.889 -5.778 -0.2 -0.1 0.0 -1.58
C 5.404 -4.880 10.992 0.0 0.0 0.0 -1.68
C 0.862 6.378 -9.966 0.0 0.0 0.0 -1.65
C -10.933 8.260 6.359 -0.1 0.0 -0.1 -1.67
C -1.640 -3.098 -2.929 0.0 0.1 0.0 -1.53
C 1.142 -0.029 3.606 0.0 -0.1 0.0 -1.61
C 6.159 -0.170 -3.172 0.2 0.1 0.2 -0.10
C 2.287 -1.242 -4.624 0.4 0.2 0.6 -0.42
C 0.955 -5.322 2.249 0.1 0.0 0.0 -1.61
C 2.822 -4.035 -3.236 1.2 0.1 0.6 -0.21
C 8.541 -6.611 4.676 0.1 0.0 0.1 -1.64
C -3.936 -2.604 3.316 -0.1 0.0 0.0 -1.60
C -9.785 3.186 6.051 0.0 0.0 0.0 -1.62
C 7.164 -0.471 -2.257 0.1 0.1 0.3 -0.08
C 0.609 8.114 -4.977 -0.1 0.0 0.0 -1.63
C 5.675 5.792 -1.050 0.0 0.1 0.0 -1.63
C 4.291 -4.364 -3.372 0.2 -0.7 -0.4 -0.44
C -7.836 1.062 1.520 0.0 0.2 0.2 -1.57
C 4.930 2.989 -11.405 0.0 0.1 0.1 -1.67
C -8.901 6.768 1.931 0.2 0.0 0.2 -1.62
C 5.795 -2.512 -3.554 0.4 -0.1 -0.1 -0.25
C 2.074 -0.306 -2.552 0.3 -0.4 -0.7 -0.47
C 0.050 -5.873 9.399 0.0 -0.1 0.1 -1.61
C 2.387 -1.466 -3.152 0.3 0.0 0.5 -0.22
H 2.330 -3.983 -4.202 0.2 0.1 -0.2 0.05
H -9.469 2.817 -2.575 0.0 0.0 0.0 -0.09
H 8.284 -1.970 -1.263 0.2 -0.1 -0.1 0.04
H 2.035 -2.838 -1.631 0.0 0.1 0.2 0.02
H 5.876 0.847 -3.403 0.4 -0.3 0.2 -0.03
H 6.999 -3.879 -2.504 0.2 -0.1 -0.2 0.04
H -0.044 -6.887 9.041 0.0 0.0 0.0 -0.02
H -11.502 7.889 5.518 0.0 0.0 0.0 -0.06
H 4.730 -5.299 10.260 0.0 0.0 0.0 -0.09
H 6.882 -5.321 1.894 0.1 0.0 0.0 -0.14
H 5.782 6.197 -0.054 0.0 0.0 0.0 -0.03
H 4.463 -3.113 -4.945 -0.1 0.1 0.1 0.12
H -2.230 -3.396 -3.783 0.0 0.0 0.0 -0.02
H 1.314 7.335 -9.749 0.0 0.0 0.0 -0.04
H 8.559 -5.983 5.554 0.0 0.0 0.0 -0.03
H 1.742 -0.747 4.147 0.0 0.0 0.0 -0.03
H 3.715 -2.556 -1.894 0.1 0.1 -0.1 0.13
H 2.901 2.108 -5.883 0.0 0.0 0.0 -0.04
H -5.038 0.715 -3.815 0.0 0.1 0.0 -0.02
H 1.782 -6.009 2.359 0.0 0.0 0.0 -0.04
H -7.186 1.338 2.339 0.0 -0.1 0.1 -0.04
H 7.684 0.344 -1.771 0.1 0.0 0.1 0.11
H -8.265 7.039 2.762 0.0 0.1 0.0 -0.04
H -4.819 -3.228 3.303 0.0 0.0 0.0 -0.02
H 3.177 -0.582 -0.531 0.0 -0.2 -0.1 -0.09
H 4.802 3.630 -10.543 0.0 0.0 0.0 -0.07
H 2.387 -4.822 -2.630 0.0 -0.2 -0.1 0.09
H -9.594 3.588 7.035 0.0 0.0 0.0 -0.03
H -3.218 -5.196 7.796 -0.3 -0.1 0.1 -0.17
H 4.709 -0.931 -4.515 0.1 0.0 -0.1 0.11
H -0.132 7.336 -5.096 0.0 0.0 0.0 -0.02
```
Forces are in eV/Å.

***

2.
A structure of composition C33H31MnN9O9 at a distorted geometry, computed with ωB97M-V/def2-TZVPD.

Output
Kohn-Sham gap (alpha / beta) (Ha): 0.17995 / 0.18031
Calculated total energy (eV): -97875.2132
Multiplicity: 6
Molecular weight (g mol⁻¹): 752.60
Energy above the lowest of the compared OMol25 structures with the same formula, charge and spin (kcal per mole): 118.5
HOMO energy (alpha / beta) (eV): -5.545 / -5.554

Geometry as XYZ:
```
83
Properties=species:S:1:pos:R:3:forces:R:3:mulliken_spin:R:1
Mn 10.754 11.691 15.829 -0.2 -0.2 -0.3 4.69
O 7.374 13.277 8.813 0.3 0.0 0.1 0.00
O 13.144 10.791 8.770 0.1 -0.1 0.1 0.00
O 7.077 13.340 10.942 -0.3 0.3 0.2 0.00
O 11.780 12.423 13.845 0.2 0.4 -0.5 0.05
O 12.744 11.966 16.455 0.3 -0.4 -0.1 0.06
O 10.491 10.679 13.943 -0.7 -1.0 0.1 0.06
O 8.940 11.323 18.121 0.3 0.0 -0.8 0.01
O 11.745 11.453 7.279 -0.1 0.0 0.4 0.00
O 10.930 13.242 17.684 0.6 0.1 -0.5 0.03
N 14.323 13.576 16.436 -0.4 0.1 0.0 0.01
N 9.154 11.363 20.321 0.2 0.0 -0.6 0.00
N 9.255 10.478 16.991 0.1 0.0 0.0 -0.07
N 7.731 13.092 9.959 0.4 -0.6 -0.3 0.00
N 11.243 10.831 19.029 -0.2 -0.5 0.0 0.00
N 12.076 11.253 8.435 0.0 0.1 -0.5 0.00
N 10.468 8.677 18.165 0.8 0.2 0.6 0.00
N 7.365 11.498 15.642 0.5 -0.8 0.6 -0.01
N 9.151 13.019 15.254 -0.8 -0.6 0.7 -0.03
C 10.663 11.766 11.851 0.9 -0.5 -0.9 -0.01
C 9.937 11.589 19.116 0.0 0.4 0.5 -0.04
C 7.263 6.394 16.107 -0.6 -1.1 0.0 0.00
C 6.289 7.210 15.433 0.3 0.4 -0.5 0.00
C 10.285 13.118 18.942 -0.4 -0.9 -0.8 0.01
C 7.270 14.695 14.075 -0.2 -0.3 0.3 0.00
C 6.513 8.542 15.325 0.4 0.9 0.0 0.00
C 8.517 8.317 16.778 0.3 -0.2 0.0 -0.01
C 9.077 12.466 10.201 -0.7 0.2 0.8 0.00
C 8.629 14.991 14.030 0.2 0.3 0.2 0.01
C 11.136 11.616 9.510 0.1 -0.2 0.2 0.00
C 7.816 12.700 15.298 0.5 -0.5 -0.4 0.06
C 11.026 11.590 13.281 0.5 0.6 0.9 -0.03
C 11.554 11.433 10.814 -1.0 0.5 0.3 0.00
C 7.662 9.136 15.983 -0.6 -0.8 -0.1 -0.02
C 12.155 13.949 17.581 -0.7 -0.1 0.5 0.01
C 13.131 13.084 16.792 0.0 0.2 0.0 0.02
C 9.838 11.656 21.541 0.2 0.5 0.8 0.00
C 14.762 14.875 16.868 0.8 0.6 0.4 0.00
C 13.429 10.733 20.129 -0.7 0.0 -0.5 0.00
C 9.425 12.250 11.526 -1.2 0.5 0.3 0.00
C 9.458 9.098 17.406 -0.6 -0.1 -0.3 0.08
C 12.406 8.714 19.445 0.1 -1.0 0.1 0.01
C 11.286 9.387 18.865 -0.7 0.6 -0.6 0.02
C 8.053 10.454 16.103 -0.7 0.9 0.2 0.05
C 12.365 11.404 19.661 -0.3 0.1 -0.1 0.01
C 9.502 14.152 14.663 0.2 0.6 -0.6 0.05
C 15.090 12.897 15.402 0.8 -0.6 1.0 0.00
C 9.891 12.122 9.174 0.3 0.3 -1.4 0.00
C 13.454 9.311 20.007 0.1 0.3 0.4 0.00
C 8.431 10.076 20.354 0.9 0.2 0.4 0.00
C 8.315 6.891 16.781 0.4 0.4 0.3 0.00
C 6.856 13.576 14.741 0.1 0.4 -0.4 0.00
H 7.778 10.086 19.517 -0.8 -0.3 -0.4 0.00
H 10.561 14.340 14.602 0.3 0.1 0.1 0.00
H 7.124 5.304 16.082 0.0 0.5 0.1 0.00
H 12.350 7.640 19.351 0.0 -0.1 0.0 0.00
H 14.165 15.250 17.682 -0.2 -0.1 0.4 0.00
H 9.122 11.566 22.371 0.3 0.0 -0.2 0.00
H 5.828 13.255 14.730 -0.1 0.0 0.1 0.00
H 9.619 12.296 8.130 0.1 -0.1 0.4 0.00
H 12.354 12.469 19.776 -0.1 0.1 0.1 0.00
H 15.209 13.535 14.542 0.0 0.2 -0.3 0.00
H 5.439 6.771 14.911 0.3 0.0 0.3 0.00
H 12.523 11.044 11.026 0.5 -0.2 0.1 0.00
H 7.873 10.038 21.294 0.1 0.0 -0.2 0.00
H 8.990 15.869 13.542 0.2 0.4 -0.3 0.00
H 6.567 15.331 13.571 -0.3 0.1 -0.1 0.00
H 9.095 9.195 20.267 -0.2 0.3 0.3 0.00
H 10.906 13.524 19.715 0.1 0.3 0.5 0.00
H 16.089 12.625 15.808 -0.5 0.2 -0.3 0.00
H 11.957 14.893 17.071 0.2 0.1 -0.2 0.00
H 14.712 15.643 16.109 -0.1 0.0 -0.6 0.00
H 14.568 11.979 15.162 0.0 0.0 -0.3 0.00
H 8.654 12.488 12.265 0.5 -0.1 0.0 0.00
H 10.687 10.989 21.730 0.1 0.0 0.1 0.00
H 9.372 13.681 18.848 -0.6 0.0 0.4 0.00
H 14.275 8.775 20.442 0.2 -0.4 0.0 0.00
H 8.972 6.235 17.342 0.1 0.2 -0.1 0.00
H 10.191 12.702 21.561 0.0 -0.4 0.0 0.00
H 14.213 11.243 20.635 0.4 0.5 0.1 0.00
H 12.513 14.181 18.583 0.3 0.1 0.0 0.00
H 15.808 14.886 17.221 -0.4 -0.4 -0.1 0.00
H 5.862 9.197 14.743 0.1 -0.2 0.2 0.00
```
Forces are in eV/Å.

***

3.
A structure of composition C33H31N7O3Re at a distorted geometry, computed with ωB97M-V/def2-TZVPD.

Output
Kohn-Sham gap (alpha / beta) (Ha): 0.18507 / 0.19678
Calculated total energy (eV): -53427.8239
Multiplicity: 2
Molecular weight (g mol⁻¹): 759.86
Energy above the lowest of the compared OMol25 structures with the same formula, charge and spin (kcal per mole): 41.5
HOMO energy (alpha / beta) (eV): -7.216 / -7.195

Geometry as XYZ:
```
75
Properties=species:S:1:pos:R:3:forces:R:3:mulliken_spin:R:1
Re 0.171 -0.296 0.024 -0.5 -0.5 0.9 0.91
O 0.317 -0.202 4.271 0.1 0.0 -0.4 0.00
O 1.931 -1.292 0.239 -2.8 1.5 -0.3 0.02
O 0.209 0.065 2.091 0.8 0.2 -3.7 0.00
N -1.635 0.782 -0.005 1.2 -0.5 -0.2 0.01
N -2.550 9.671 -0.179 -0.1 0.3 0.0 0.00
N 1.758 -5.215 -0.447 0.1 0.2 0.0 0.00
N -1.043 -2.030 -0.189 1.0 0.6 0.8 -0.05
N 1.085 -3.527 -1.679 0.5 0.1 0.1 0.00
N 1.181 1.573 -0.198 0.4 -0.7 0.5 -0.02
N 0.773 -0.813 -2.109 -0.2 0.4 0.8 -0.01
C -1.902 7.194 -0.127 0.3 -0.9 0.0 0.00
C -2.229 -1.413 -2.357 0.2 -0.1 0.1 0.00
C -2.130 -3.934 0.334 0.6 0.4 0.6 0.01
C -1.295 6.653 1.007 -0.1 0.1 -0.1 0.00
C -0.178 -3.216 1.846 0.1 0.2 0.1 0.01
C 3.184 -3.209 -0.386 -0.1 0.7 0.4 -0.01
C -0.324 -0.141 3.240 -1.3 -0.5 1.9 0.01
C -1.778 5.059 -1.214 0.1 -0.1 0.1 0.00
C 2.009 -3.939 -0.837 0.0 -0.1 0.0 0.00
C 2.487 1.749 -0.333 0.1 0.0 0.0 0.00
C 0.604 -5.613 -1.058 -0.2 -0.1 -0.4 0.00
C 1.644 3.803 -0.286 0.1 -0.2 0.0 0.01
C 4.431 -3.815 -0.461 0.2 0.1 0.0 0.00
C -3.141 2.491 0.179 0.7 -0.1 -0.1 -0.01
C -2.147 6.388 -1.239 0.0 0.2 0.1 0.00
C -1.120 -3.062 0.707 -0.5 -1.0 0.3 0.00
C -2.260 8.562 -0.152 -0.2 0.5 0.0 0.00
C -1.991 -2.260 -1.146 -0.9 -0.6 -0.5 0.03
C -0.920 5.324 1.019 0.0 -0.1 -0.1 0.00
C 0.614 2.830 -0.175 -0.4 0.4 0.0 -0.02
C -2.863 0.290 0.209 -0.9 -0.1 0.2 -0.01
C 5.570 -3.167 -0.024 0.2 0.0 0.1 0.00
C -0.747 3.099 -0.094 0.4 -0.4 0.0 0.03
C 0.212 -4.559 -1.828 -0.1 -0.5 0.0 0.00
C 4.241 -1.288 0.652 -0.7 0.0 -0.2 0.00
C 2.824 3.114 -0.385 -0.1 0.3 -0.1 0.00
C -3.817 1.303 0.326 0.2 -0.4 -0.1 0.00
C -1.852 -0.259 3.286 0.6 0.0 0.0 0.00
C 5.463 -1.906 0.551 0.1 -0.3 -0.1 0.00
C 3.058 -1.895 0.161 2.1 -1.2 -0.2 0.00
C -1.154 4.520 -0.092 -0.1 0.4 -0.1 0.00
C -2.681 -3.426 -0.845 0.1 0.9 -0.4 0.03
C -1.777 2.163 -0.015 -0.4 0.7 0.0 0.01
H 1.694 -0.415 -2.287 -0.2 0.1 0.0 0.00
H 4.509 -4.804 -0.898 0.0 0.0 0.0 0.00
H -2.426 -4.827 0.849 0.0 -0.2 0.2 0.00
H -0.544 -2.731 2.753 0.0 -0.1 0.1 0.00
H -3.546 3.482 0.218 -0.1 0.2 0.0 0.00
H 0.900 -1.862 -2.026 -0.1 0.0 -0.1 0.00
H -2.287 0.717 3.082 -0.1 0.1 -0.1 0.00
H -3.062 -0.762 0.269 0.2 -0.2 0.0 0.00
H -2.150 -0.582 4.280 0.0 0.0 0.0 0.00
H -1.958 4.430 -2.072 0.0 -0.1 -0.1 0.00
H 0.779 -2.759 1.603 0.1 -0.1 0.1 0.00
H 4.152 -0.317 1.113 0.0 0.1 0.1 0.00
H 6.345 -1.402 0.918 0.1 0.0 0.0 0.00
H -2.194 -0.967 2.537 -0.1 -0.1 -0.1 0.00
H -0.638 -4.465 -2.469 -0.3 -0.1 0.0 0.00
H -3.292 -1.390 -2.594 0.0 0.1 0.0 0.00
H 3.161 0.916 -0.400 0.1 -0.2 0.1 0.01
H -1.884 -0.392 -2.214 -0.1 0.1 -0.1 0.00
H -2.618 6.813 -2.113 0.0 0.0 0.0 0.00
H 2.308 -5.759 0.197 0.0 0.2 0.0 0.00
H 0.173 -6.577 -0.890 -0.1 -0.2 0.0 0.00
H 6.536 -3.636 -0.130 0.1 -0.1 0.0 0.00
H 1.480 4.862 -0.301 0.1 0.2 0.0 0.00
H -0.447 4.901 1.891 0.1 0.0 0.1 0.00
H -1.119 7.281 1.866 0.0 0.0 0.1 0.00
H -3.487 -3.854 -1.409 -0.2 0.0 -0.2 0.00
H -1.713 -1.844 -3.217 0.0 0.1 -0.2 0.00
H 0.191 -0.638 -2.924 -0.1 0.2 0.2 0.00
H 3.808 3.527 -0.482 0.2 0.0 0.0 0.00
H -0.034 -4.274 2.061 0.0 0.0 0.1 0.00
H -4.865 1.172 0.505 -0.2 -0.1 0.0 0.00
```
Forces are in eV/Å.

***

What is the molecular weight in the second record? 752.60 g mol⁻¹